Entry 1:
C4H20B2O2S2Sn | ωB97M-V/def2-TZVPD

expectation value of S²: 0.753
orbital gap (alpha / beta): 4.777 / 7.148 eV
lowest unoccupied orbital energy (alpha / beta): 2.16 / 2.13 eV

```
! wB97M-V def2-TZVPD RIJCOSX def2/J DEFGRID3
* xyz -1 2
Sn 1.539 1.420 0.373
B 4.104 -0.670 0.177
H 5.073 -0.983 -0.181
H 3.862 -1.091 1.140
H 4.116 0.406 0.255
H 3.350 -0.970 -0.534
B 0.934 -0.232 -2.445
H 1.052 -0.662 -1.462
H 1.714 -0.591 -3.099
H 0.050 -0.540 -2.982
H 1.000 0.843 -2.388
C -2.391 2.007 -2.012
S -2.617 1.454 -0.255
O -1.349 0.748 0.223
C -2.711 3.110 0.546
H -3.324 2.395 -2.422
H -2.176 1.097 -2.573
H -1.571 2.710 -2.155
H -2.648 2.870 1.607
H -3.673 3.549 0.283
H -1.896 3.782 0.277
C 1.019 -2.806 1.780
S -0.059 -1.628 2.756
O 0.429 -0.211 2.466
C -1.639 -1.762 1.676
H 1.232 -2.345 0.815
H 0.621 -3.821 1.767
H 2.014 -2.825 2.225
H -2.247 -0.857 1.645
H -2.325 -2.579 1.898
H -1.483 -1.817 0.599
*
```

***

Entry 2:
C4H20B3MnO2S | ωB97M-V/def2-TZVPD

expectation value of S²: 8.755
ΔE to the lowest compared entry with this formula, charge and spin: 0.0 kcal/mol
orbital gap (alpha / beta): 7.844 / 8.575 eV
lowest unoccupied orbital energy (alpha / beta): 2.54 / 2.54 eV

```
! wB97M-V def2-TZVPD RIJCOSX def2/J DEFGRID3
* xyz -1 6
Mn -0.992 1.489 -0.100
B -2.127 0.774 -1.766
H -1.477 -0.018 -1.141
H -1.312 1.605 -2.054
H -2.477 0.207 -2.765
H -3.041 1.189 -1.101
B -0.836 3.751 0.363
H -1.866 3.145 0.376
H -0.925 4.889 -0.019
H -0.335 3.768 1.463
H -0.031 3.223 -0.356
B -1.254 0.422 1.888
H -0.594 1.415 1.978
H -1.515 -0.183 2.894
H -2.260 0.733 1.319
H -0.664 -0.352 1.155
C 1.683 -2.742 0.658
C 0.497 -2.615 -0.324
C 0.953 -1.675 -1.416
S 1.930 -0.421 -0.575
O 1.138 0.753 -0.317
O 3.229 -0.327 -1.187
C 2.099 -1.323 0.982
H 2.516 -3.222 0.122
H 1.466 -3.414 1.485
H -0.293 -2.137 0.262
H 0.120 -3.563 -0.701
H 0.159 -1.184 -1.979
H 1.626 -2.152 -2.130
H 1.445 -0.850 1.714
H 3.138 -1.184 1.274
*
```

***

Entry 3:
C4H20N2O5 | ωB97M-V/def2-TZVPD

ΔE to the lowest compared entry with this formula, charge and spin: 0.0 kcal/mol
orbital gap: 10.242 eV
SMILES: NCC[C@@H](N)CO.O.O.O.O
lowest unoccupied orbital energy: 0.56 eV

```
! wB97M-V def2-TZVPD RIJCOSX def2/J DEFGRID3
* xyz 0 1
N -0.621 0.952 1.643
C -1.767 1.015 0.715
C -1.317 0.759 -0.717
C -0.679 -0.606 -0.896
N -1.705 -1.646 -0.843
C 0.240 -0.657 -2.135
O 1.584 -0.853 -1.685
H -0.803 1.490 2.481
H -0.484 -0.013 1.956
H -2.571 0.318 0.968
H -2.201 2.016 0.790
H -2.155 0.890 -1.415
H -0.626 1.546 -1.034
H -0.019 -0.785 -0.045
H -2.553 -1.363 -1.315
H -1.402 -2.547 -1.179
H 0.039 -1.518 -2.771
H 0.212 0.252 -2.744
H 1.827 -0.113 -1.105
O 1.841 0.862 0.591
H 2.471 1.284 1.186
H 0.951 1.129 0.926
O -0.944 -1.428 2.020
H -0.041 -1.739 1.777
H -1.481 -1.749 1.282
O 1.588 -1.895 1.034
H 1.798 -0.944 1.013
H 1.593 -2.097 0.087
O 1.108 3.381 -0.532
H 0.330 3.151 -0.014
H 1.591 2.542 -0.585
*
```

***

Entry 4:
C4H20O7 | ωB97M-V/def2-TZVPD

ΔE to the lowest compared entry with this formula, charge and spin: 25.2 kcal/mol
orbital gap: 10.167 eV
SMILES: OCCCCO.O.O.O.O.O
lowest unoccupied orbital energy: 0.24 eV

```
! wB97M-V def2-TZVPD RIJCOSX def2/J DEFGRID3
* xyz 0 1
O 1.616 -1.054 -0.637
C 0.968 -0.272 -1.667
C -0.524 -0.368 -1.306
C -0.993 0.451 -0.137
C -0.186 0.169 1.189
O -1.057 0.722 2.212
H 2.525 -0.666 -0.587
H 1.281 0.774 -1.555
H 1.204 -0.787 -2.601
H -0.752 -1.443 -1.153
H -1.048 -0.013 -2.196
H -2.000 0.179 0.152
H -0.848 1.521 -0.441
H 0.743 0.761 1.104
H -0.049 -0.891 1.385
H -1.560 0.018 2.632
O -2.186 -1.917 1.282
H -2.880 -2.585 1.165
H -1.741 -2.332 2.044
O 1.653 3.232 -0.301
H 1.646 4.175 -0.111
H 1.500 3.147 -1.248
O -3.485 1.924 1.782
H -2.578 1.548 1.727
H -4.008 1.118 1.693
O 0.702 -3.517 -1.066
H 0.945 -2.568 -0.938
H 0.458 -3.566 -1.996
O 3.728 0.570 -0.392
H 3.794 0.368 0.546
H 3.131 1.303 -0.582
*
```

***

Entry 5:
C4H21N2O8 | ωB97M-V/def2-TZVPD

ΔE to the lowest compared entry with this formula, charge and spin: 35.0 kcal/mol
orbital gap: 9.085 eV
lowest unoccupied orbital energy: 2.96 eV

```
! wB97M-V def2-TZVPD RIJCOSX def2/J DEFGRID3
* xyz -1 1
C 1.820 -1.489 0.729
N 1.644 -1.544 2.211
C 0.978 -0.442 0.044
C 1.780 0.884 0.096
N 0.617 -0.718 -1.323
C -0.756 -0.480 -1.767
O -0.858 -0.382 -3.007
O -1.639 -0.378 -0.886
H 1.721 -2.528 0.453
H 2.910 -1.340 0.603
H 2.032 -0.788 2.763
H 0.636 -1.529 2.400
H 0.116 -0.114 0.623
H 2.466 0.899 -0.740
H 2.212 1.191 1.067
H 1.107 1.762 -0.069
H 1.282 -0.526 -2.054
H -3.627 -0.787 1.247
H -2.209 -0.380 0.591
O -2.721 -0.535 1.438
H 0.601 -0.326 -3.953
H 0.651 1.133 -4.122
O 1.038 0.360 -4.539
H 4.159 0.256 -2.122
H 3.995 0.520 -0.664
O 4.677 0.513 -1.353
H -1.475 2.786 2.228
H -2.391 2.274 3.359
O -1.971 3.084 3.013
H -2.680 2.142 0.482
H -1.625 1.150 0.323
O -1.716 2.106 0.534
H -2.371 -1.384 2.778
H -1.727 -1.977 4.040
O -2.588 -1.866 3.628
*
```

***

Entry 6:
C4H21NO6 | ωB97M-V/def2-TZVPD

ΔE to the lowest compared entry with this formula, charge and spin: 54.7 kcal/mol
orbital gap: 9.580 eV
SMILES: C=CCNC.O.O.O.O.O.O
lowest unoccupied orbital energy: 0.41 eV

```
! wB97M-V def2-TZVPD RIJCOSX def2/J DEFGRID3
* xyz 0 1
C 2.482 -0.750 -2.812
C 1.536 -0.454 -1.934
C 1.491 -1.104 -0.568
N 0.228 -0.711 0.126
C 0.222 -0.952 1.543
H 2.714 -0.108 -3.653
H 3.134 -1.607 -2.713
H 0.807 0.322 -2.112
H 2.381 -0.972 0.043
H 1.177 -2.122 -0.816
H 0.118 0.291 -0.016
H 0.598 -1.917 1.906
H -0.692 -0.716 2.085
H 0.994 -0.401 2.122
O -3.116 -2.470 0.496
H -2.630 -3.119 1.009
H -2.548 -1.696 0.392
O 1.555 2.627 1.261
H 1.469 3.485 1.681
H 0.704 2.286 1.081
O -3.058 1.054 -0.018
H -2.680 0.509 -0.746
H -3.825 1.372 -0.517
O -1.060 2.763 0.371
H -1.108 3.537 0.933
H -1.896 2.273 0.310
O -2.824 -0.915 -1.891
H -3.594 -1.454 -1.661
H -2.091 -1.500 -1.668
O 3.469 0.691 2.133
H 3.380 0.646 1.182
H 2.663 1.113 2.453
*
```

***

Ordered total energy results: -1374.93676, -1938.57246, -650.10720, -691.03713, -876.53564, -671.13414; unit a.u..